(1)
A structure of composition C7H7I2NO2 in a non-equilibrium geometry, computed with ωB97M-V/def2-TZVPD.

```
19
Properties=species:S:1:pos:R:3:mulliken_charge:R:1
C -1.229 -1.874 1.336 -0.3382
C -0.350 -2.229 0.240 -0.2427
C -1.281 -0.593 1.703 -0.5684
C 0.088 -1.296 -0.600 -0.4824
C 2.710 2.229 -0.638 0.9242
C -0.490 0.424 0.936 -0.2401
C 0.416 1.086 -1.249 -0.8409
N -0.428 0.065 -0.502 0.2405
O 2.702 1.703 0.384 -0.4284
O 2.800 2.794 -1.627 -0.3863
I 0.490 0.435 -3.361 -0.0058
I -0.784 2.952 -1.242 -0.0314
H -1.767 -2.653 1.849 0.4194
H -0.019 -3.248 0.141 0.4215
H -1.841 -0.249 2.556 0.3979
H 0.767 -1.488 -1.410 0.2185
H -0.931 1.418 1.036 0.3076
H 0.545 0.479 1.300 0.2531
H -1.396 0.045 -0.854 0.3820
```

Calculated values
largest force on an atom: 1.90 eV/Å
HOMO energy: -7.74 eV
E_LUMO: -0.007 Eh
total energy: -29156.1716 eV
ΔE to the lowest compared entry with this formula, charge and spin: 0.00 kcal/mol

***

(2)
The molecule C7H7IN4 in a non-equilibrium geometry, computed with ωB97M-V/def2-TZVPD.

```
19
Properties=species:S:1:pos:R:3:mulliken_charge:R:1
C 0.404 -2.783 0.839 -0.6238
C 0.844 3.095 0.339 -0.4346
C 0.027 -1.432 0.888 -0.5000
C -0.348 2.545 0.054 -0.2638
C -0.123 -2.280 -1.177 0.0767
C 1.238 1.024 0.164 -0.0752
C -1.164 -0.018 -0.613 -0.7074
N 0.355 -3.235 -0.460 -0.5746
N 1.803 2.165 0.387 -0.6430
N -0.433 -1.174 -0.402 0.3560
N -0.051 1.243 -0.134 0.1664
I -3.212 0.058 0.269 0.2341
H 0.861 -3.367 1.620 0.4108
H 1.138 4.195 0.522 0.3056
H -0.110 -0.776 1.666 0.5714
H -1.333 2.865 -0.090 0.4188
H -0.264 -2.496 -2.288 0.3034
H 1.749 0.093 0.109 0.4223
H -1.379 0.278 -1.693 0.5566
```

Calculated values
largest force on an atom: 6.78 eV/Å
HOMO energy (spin up / spin down): -6.82 / -8.69 eV
multiplicity: 3
E_LUMO (spin up / spin down): 0.010 / -0.163 Eh
⟨S²⟩: 2.0061
total energy: -21427.4760 eV

***

(3)
A cluster of 2 separate species, C7H7IO2 in total in a non-equilibrium geometry, computed with ωB97M-V/def2-TZVPD.

```
17
Properties=species:S:1:pos:R:3:mulliken_charge:R:1
C 2.179 -0.209 1.139 -0.5118
C 1.895 -0.932 -0.011 -0.6765
C 1.230 0.649 1.674 -0.4140
C 0.657 -0.828 -0.609 -0.7142
C -0.010 0.769 1.082 -0.5784
C -0.323 0.008 -0.055 1.6160
C -1.668 0.050 -0.568 -0.1036
O -2.172 -0.894 -1.365 -0.5103
O -2.578 0.737 0.091 -0.4594
I -1.229 1.976 -2.854 0.0194
H 3.142 -0.312 1.614 0.3701
H 2.643 -1.583 -0.439 0.3807
H 1.457 1.218 2.564 0.3849
H 0.461 -1.391 -1.511 0.1236
H -0.760 1.426 1.490 0.3976
H -1.490 -1.339 -1.889 0.3210
H -3.436 0.655 -0.354 0.3548
```

Calculated values
largest force on an atom: 2.96 eV/Å
HOMO energy (spin up / spin down): -5.86 / -9.18 eV
multiplicity: 3
E_LUMO (spin up / spin down): 0.019 / -0.121 Eh
⟨S²⟩: 2.0280
total energy: -19565.9435 eV

***

(4)
A cluster of 2 separate species, C7H7N in total in a non-equilibrium geometry, computed with ωB97M-V/def2-TZVPD.

```
15
Properties=species:S:1:pos:R:3:mulliken_charge:R:1
C 1.167 0.187 0.789 -0.0964
C 0.488 -1.025 0.524 -0.7628
C -0.119 -1.278 -0.628 0.0064
C -0.092 -0.245 -1.545 -0.2834
C 0.783 0.857 -1.244 -0.1009
C -1.015 1.050 0.641 -0.5912
C -1.302 0.166 1.340 -0.0734
H 1.372 0.406 1.851 0.3300
H 0.551 -1.896 1.256 0.4947
H -0.697 -2.197 -0.598 0.3394
H -0.903 -0.284 -2.436 0.2191
H 0.634 1.708 -1.981 0.3244
H -0.805 2.075 0.201 0.3845
H -1.312 -0.741 1.946 0.3973
N 1.251 1.218 -0.115 -0.5876
```

Calculated values
largest force on an atom: 7.78 eV/Å
HOMO energy: -8.45 eV
SMILES: c1ccncc1.C#C
E_LUMO: 0.023 Eh
total energy: -8856.3581 eV
ΔE to the lowest compared entry with this formula, charge and spin: 121.44 kcal/mol

***

(5)
The ion C7H7N2O2 with charge -1 in a non-equilibrium geometry, computed with ωB97M-V/def2-TZVPD.

```
18
Properties=species:S:1:pos:R:3:mulliken_charge:R:1
N 2.072 0.642 1.132 -0.6301
C 1.591 0.196 -0.265 0.2696
C 2.209 -1.300 -0.602 0.1618
O 2.579 -2.084 0.444 -0.6369
O 2.424 -1.840 -1.956 -0.7570
C -0.061 0.180 -0.167 0.0183
C -0.833 -1.163 0.330 -0.1555
C -2.437 -0.897 0.384 -0.3727
C -3.024 0.536 -0.033 -0.1232
N -2.365 1.772 -0.539 -0.4840
C -0.905 1.483 -0.564 -0.1297
H 3.103 0.821 1.126 0.2474
H 1.538 1.548 1.295 0.2637
H 1.998 0.954 -1.091 0.2528
H -0.271 -2.147 0.620 0.3501
H -3.163 -1.759 0.731 0.2467
H -4.210 0.647 0.076 0.2443
H -0.246 2.415 -0.922 0.2344
```

Calculated values
largest force on an atom: 7.91 eV/Å
net charge: -1
HOMO energy: -4.10 eV
SMILES: N[C@@H](C(=O)[O-])c1cccnc1
E_LUMO: 0.103 Eh
total energy: -14441.3667 eV
ΔE to the lowest compared entry with this formula, charge and spin: 180.95 kcal/mol

***

(6)
A structure of composition C7H7N2O4S2 in a non-equilibrium geometry, computed with ωB97M-V/def2-TZVPD.

```
22
Properties=species:S:1:pos:R:3:mulliken_charge:R:1
C -1.015 -2.024 -1.034 -1.0154
C -1.679 -0.825 -0.615 -0.0794
C 0.353 -2.026 -0.659 -0.2551
C 0.184 0.205 0.412 -0.1545
C -1.186 0.233 0.123 -0.0239
C 0.931 -0.912 0.026 -0.2394
C -2.053 1.488 0.302 0.2463
N 3.012 -1.472 1.740 -0.7430
N -1.338 2.631 0.186 -0.3116
O 2.084 2.453 -0.305 -0.4547
O -3.236 1.475 0.556 -0.6526
O 4.517 2.257 -0.154 -0.4918
O 3.533 -1.564 -0.703 -0.6797
S 3.261 1.725 -0.717 0.6559
S 2.833 -0.780 0.385 0.4760
H -1.518 -2.861 -1.313 0.4546
H -2.783 -0.655 -0.809 0.2338
H 0.968 -2.874 -0.862 0.4212
H 0.653 0.948 0.945 0.9809
H 3.477 -0.937 2.452 0.2166
H -0.428 2.701 -0.139 0.2205
H -1.853 3.461 0.313 0.1952
```

Calculated values
largest force on an atom: 6.27 eV/Å
net charge: -1
HOMO energy (spin up / spin down): -4.36 / -4.36 eV
E_LUMO (spin up / spin down): 0.107 / 0.107 Eh
total energy: -40213.2803 eV
ΔE to the lowest compared entry with this formula, charge and spin: 30.21 kcal/mol

***

(7)
The ion C7H7N2OS with charge -1 in a non-equilibrium geometry, computed with ωB97M-V/def2-TZVPD.

```
18
Properties=species:S:1:pos:R:3:mulliken_charge:R:1
C 1.106 2.022 1.416 -0.7622
C 0.432 2.572 0.258 -0.2540
C 0.636 0.748 1.481 -0.1996
C -1.941 -1.073 1.507 0.5817
C -1.080 -1.215 -1.165 -0.7288
C 0.010 -1.833 -0.360 -0.6488
C -0.792 -0.662 0.188 0.1354
N -0.215 1.630 -0.363 -1.0425
N -0.109 0.534 0.365 0.9771
O -1.547 -0.530 2.507 -0.5895
S -2.987 -2.170 1.013 -0.5771
H 2.094 2.417 1.850 0.2216
H 0.512 3.483 -0.225 0.4824
H 0.862 -0.163 1.968 0.4282
H -0.983 -0.579 -1.991 0.2906
H -1.925 -1.871 -1.199 0.1612
H -0.075 -2.779 0.131 0.2643
H 0.979 -1.558 -0.845 0.2601
```

Calculated values
largest force on an atom: 5.36 eV/Å
net charge: -1
HOMO energy: -3.68 eV
SMILES: [O-]C(=S)C1(n2cccn2)CC1
E_LUMO: 0.134 Eh
total energy: -23234.4462 eV
ΔE to the lowest compared entry with this formula, charge and spin: 0.00 kcal/mol

***

(8)
A cluster of 2 separate species, C7H7N3O3 in total in a non-equilibrium geometry, computed with ωB97M-V/def2-TZVPD.

```
20
Properties=species:S:1:pos:R:3:mulliken_charge:R:1
C -1.070 0.306 1.892 -0.4244
C -2.024 0.571 0.970 -0.2385
C 0.197 0.155 1.373 -0.0944
C -1.689 0.813 -0.370 -0.2635
C 0.519 0.473 0.091 0.0384
C 2.043 0.664 -0.292 0.7241
C 1.817 -1.547 -1.443 -0.5315
N -0.432 0.849 -0.815 -0.5373
N 3.576 2.037 2.611 -0.3117
N 2.911 2.930 2.591 0.8748
O 2.807 1.531 0.047 -0.5098
O 2.133 3.755 2.445 -0.5605
O 2.489 -0.464 -0.884 -0.3418
H -1.237 -0.028 2.873 0.4453
H -3.125 0.540 1.348 0.2371
H 0.917 0.046 2.301 0.2487
H -2.461 0.897 -1.034 0.4876
H 1.909 -1.541 -2.510 0.2259
H 0.812 -1.461 -1.104 0.3176
H 2.369 -2.428 -1.025 0.2139
```

Calculated values
largest force on an atom: 4.87 eV/Å
HOMO energy: -10.09 eV
SMILES: COC(=O)c1ccccn1.N#[N+][O-]
E_LUMO: 0.018 Eh
total energy: -17981.6534 eV
ΔE to the lowest compared entry with this formula, charge and spin: 62.11 kcal/mol